(1)
{"formula": "C5H8N2", "method": "the ωB97M-V functional and the def2-TZVPD basis", "symbols": ["C", "C", "C", "C", "N", "C", "N", "H", "H", "H", "H", "H", "H", "H", "H"], "positions_angstrom": [[-0.170, 2.381, 0.377], [-0.079, 0.900, 0.205], [0.156, 0.128, -0.906], [0.119, -1.239, -0.523], [0.306, -2.288, -1.470], [-0.144, -1.267, 0.828], [-0.267, 0.037, 1.255], [0.551, 2.760, 1.114], [0.042, 2.865, -0.580], [-1.174, 2.692, 0.696], [0.328, 0.455, -1.921], [-0.218, -3.119, -1.236], [1.283, -2.540, -1.562], [-0.256, -2.086, 1.524], [-0.477, 0.321, 2.199]], "relative_energy_kj_mol": 19.6, "smiles": "Cc1cc(N)c[nH]1", "homo_lumo_gap_ev": 8.8, "total_energy_ev": -8294.7931}

(2)
{"formula": "C5H8N2", "method": "the ωB97M-V functional and the def2-TZVPD basis", "symbols": ["C", "C", "C", "N", "C", "C", "N", "H", "H", "H", "H", "H", "H", "H", "H"], "positions_angstrom": [[-1.001, 1.032, -1.530], [0.191, 0.747, -0.699], [1.586, 0.394, -0.534], [0.616, 1.010, 0.453], [0.019, -0.966, 2.339], [-0.564, -1.460, 1.282], [-1.088, -1.864, 0.244], [-0.865, 2.042, -1.929], [-1.908, 1.021, -0.918], [-1.113, 0.344, -2.372], [-0.734, -1.312, -0.548], [1.910, -0.635, -0.359], [2.361, 1.068, -0.897], [0.998, -1.321, 2.635], [-0.408, -0.102, 2.834]], "relative_energy_kj_mol": 358.9, "smiles": "CC1=NC1.C=C=N", "homo_lumo_gap_ev": 9.9, "total_energy_ev": -8291.2766}

Which formula does entry 1 have? C5H8N2